1.
25
Properties=species:S:1:pos:R:3 method="wB97M-V/def2-TZVPD" total_charge=+1 homo_ev="-12.256 / -11.075" relative_energy_kj_mol=514.99 lumo_energy_ev="-4.43 / -3.96"
C -1.890 2.566 -0.885
C -2.725 1.624 -1.449
C -0.753 2.109 -0.236
C -2.251 0.262 -1.580
C -0.407 0.850 -0.385
C -1.047 -0.175 -0.971
C 0.612 -1.980 -0.892
C 1.557 -0.669 0.921
C 2.773 -0.034 1.372
C 0.399 -0.722 1.902
N -0.656 -1.509 -0.964
N 1.638 -1.405 -0.238
H -2.099 3.705 -0.763
H -3.749 1.743 -1.850
H -0.038 2.812 0.407
H -2.846 -0.476 -2.186
H 0.758 -2.876 -1.392
H 2.479 0.456 2.317
H 3.364 0.582 0.655
H 3.551 -0.856 1.657
H -0.451 -1.458 1.615
H -0.139 0.239 2.028
H 0.856 -0.980 2.843
H -1.450 -2.166 -1.263
H 2.513 -1.643 -0.661

=====

2.
27
Properties=species:S:1:pos:R:3 method="wB97M-V/def2-TZVPD" total_charge=+1 homo_ev=-12.010 relative_energy_kj_mol=115.17 lumo_energy_ev=-3.38
C -1.119 -3.427 2.566
C -1.641 -2.140 2.912
C -0.177 -3.545 1.604
C -1.236 -0.981 2.205
C 0.256 -2.357 0.948
C -0.236 -1.044 1.243
C -0.334 3.458 -2.103
C 1.055 -2.260 -0.346
C 0.733 -0.905 -0.887
C 0.181 -0.091 0.260
N 0.552 2.926 -1.352
N -0.139 4.539 -2.908
O 0.023 1.154 0.386
O 1.833 3.463 -1.387
H -1.270 -4.296 3.240
H -2.447 -1.891 3.590
H 0.150 -4.529 1.603
H -1.874 -0.098 2.452
H 2.107 -2.435 -0.131
H 0.794 -3.071 -1.049
H 1.606 -0.477 -1.388
H -0.112 -0.891 -1.650
H 0.436 2.052 -0.626
H -0.832 5.073 -3.550
H 0.718 5.021 -2.794
H -1.175 2.788 -2.291
H 2.147 3.965 -0.546

=====

3.
27
Properties=species:S:1:pos:R:3 method="wB97M-V/def2-TZVPD" smiles="[NH2+]=C(NO)[C@]1(O)CCc2ccccc21" total_charge=+1 homo_ev=-12.651 relative_energy_kj_mol=160.43 lumo_energy_ev=-3.00
C 0.183 -1.797 -2.822
C 1.261 -1.865 -1.997
C -0.734 -0.768 -2.605
C 1.392 -1.054 -0.910
C -0.570 0.062 -1.556
C 0.455 -0.032 -0.624
C 0.430 0.269 1.969
C -1.544 1.134 -1.165
C -1.240 1.443 0.275
C 0.330 0.998 0.436
N -0.118 -0.847 2.163
N 0.938 1.070 2.884
O 1.294 1.971 0.438
O -0.052 -1.555 3.311
H 0.231 -2.422 -3.726
H 2.085 -2.563 -2.096
H -1.652 -0.778 -3.253
H 2.002 -1.451 -0.118
H -1.341 2.068 -1.754
H -2.679 1.027 -1.441
H -1.449 2.532 0.646
H -1.840 0.837 0.898
H -0.378 -1.439 1.376
H 1.423 1.852 2.491
H 0.862 0.492 3.801
H 1.546 2.294 -0.475
H -0.834 -1.482 3.852

=====

4.
32
Properties=species:S:1:pos:R:3 method="wB97M-V/def2-TZVPD" total_charge=+2 homo_ev="-15.584 / -15.827" relative_energy_kj_mol=0.00 lumo_energy_ev="-10.03 / -8.55"
O 0.315 -0.276 -6.310
C -0.018 -0.224 -5.194
Tl -0.343 -0.242 -2.494
O 2.893 -0.310 -4.756
C 1.999 -0.263 -4.040
C -3.140 -0.328 -2.455
O -4.089 -0.467 -1.782
C -0.727 -2.983 -2.888
O -0.759 -4.122 -2.997
C -0.606 2.553 -2.757
O -0.649 3.684 -2.796
H -3.092 -0.070 -3.544
C -1.945 -0.022 1.039
N -0.746 0.087 1.886
C -0.939 -0.261 3.299
C 0.484 -0.114 1.327
S 0.735 -0.924 -0.179
N 1.580 0.230 2.036
C 1.535 1.145 3.174
C 2.912 0.014 1.468
H -2.813 0.208 1.664
H -2.045 -1.050 0.657
H -1.867 0.714 0.234
H -0.214 -0.989 3.651
H -0.916 0.662 3.887
H -1.933 -0.679 3.402
H 1.416 0.607 4.115
H 2.510 1.625 3.241
H 0.766 1.897 3.046
H 3.040 -1.044 1.237
H 3.042 0.642 0.578
H 3.612 0.302 2.252